2 unconnected molecules or ions with the total composition C5H15NO2 in a non-equilibrium geometry, computed with the ωB97M-V functional and the def2-TZVPD basis.

The geometry in ORCA input format:
```
! wB97M-V def2-TZVPD RIJCOSX def2/J DEFGRID3
* xyz 0 1
C 2.53 -0.37 1.12
C 1.57 0.80 0.84
C 0.97 0.86 -0.57
C 0.21 -0.38 -0.98
N -1.11 -0.47 -0.32
C -1.88 -1.56 -0.86
O -3.01 -1.80 -0.10
H 2.56 -0.61 2.18
H 3.55 -0.13 0.83
H 2.24 -1.28 0.60
H 0.77 0.94 1.56
H 2.19 1.70 0.94
H 1.76 1.07 -1.31
H 0.30 1.71 -0.59
H 0.00 -0.45 -2.04
H 0.77 -1.28 -0.73
H -0.96 -0.53 0.68
H -2.07 -1.29 -1.91
H -1.30 -2.50 -0.85
H -3.38 -0.95 0.18
O -2.21 2.43 0.38
H -1.70 2.33 1.19
H -1.82 1.77 -0.22
*
```

Summary:
**Relative energy (zero: lowest compared OMol25 entry of this formula, charge and spin)**: 93.6 kJ/mol
**F_max**: 1.252 eV Å⁻¹
**Lowest unoccupied orbital energy**: 0.0307 hartree
**Electronic energy**: -404.71941 a.u.
**Frontier orbital gap**: 10.257 eV
**Structure (SMILES)**: CCCCNCO.O

Atomic partial charges in e from the Mulliken method, atoms 1 to 4: number 1, C, carries -1.11; number 2, C, carries -0.41; number 3, C, carries -0.51; number 4, C, carries -0.87

A molecular structure, C20H28F3O2Sc in a non-equilibrium geometry, computed with the ωB97M-V functional and the def2-TZVPD basis.

The geometry in ORCA input format:
```
! wB97M-V def2-TZVPD RIJCOSX def2/J DEFGRID3
* xyz 0 1
O -1.30 2.70 -1.08
C -0.48 3.64 -1.87
C -1.47 4.78 -1.75
H -0.32 3.29 -2.90
H 0.48 3.84 -1.37
C -2.32 3.73 -0.98
H -1.90 5.16 -2.67
H -1.12 5.57 -1.09
C -3.60 3.29 -1.67
H -3.40 2.86 -2.65
H -4.30 4.13 -1.78
H -4.08 2.54 -1.02
C -2.58 4.18 0.44
H -1.64 4.39 0.97
H -3.13 3.39 0.97
H -3.19 5.09 0.43
Sc 0.66 -2.31 0.84
C 1.71 -3.17 2.84
C 2.67 -3.00 1.80
C 2.78 -1.60 1.53
H 3.28 -3.79 1.37
C 1.83 -0.92 2.37
C 1.15 -1.90 3.16
H 0.38 -1.69 3.90
H 1.48 -4.12 3.32
H 3.51 -1.14 0.88
H 1.74 0.16 2.48
C -0.43 -4.46 1.12
C -1.20 -3.52 1.88
C -1.70 -2.53 0.98
H -1.39 -3.58 2.95
C -1.27 -2.87 -0.34
C -0.46 -4.05 -0.25
H -0.06 -4.62 -1.08
H 0.06 -5.35 1.50
H -2.37 -1.70 1.25
H -1.56 -2.38 -1.27
O 0.51 -0.64 -0.67
C -0.07 0.50 0.14
C 1.08 1.51 0.16
H -0.43 0.20 1.15
H -0.94 0.84 -0.43
C 1.66 1.37 -1.25
H 1.84 1.13 0.87
H 0.81 2.54 0.46
C 1.65 -0.14 -1.50
H 2.63 1.87 -1.37
H 0.93 1.79 -1.96
H 2.59 -0.61 -1.15
H 1.45 -0.45 -2.53
F 1.63 -3.22 -2.23
C 2.24 -3.28 -1.00
F 3.51 -2.78 -1.20
F 2.43 -4.63 -0.72
*
```

Summary:
**Relative energy (zero: lowest compared OMol25 entry of this formula, charge and spin)**: 0.0 kJ/mol
**F_max**: 2.611 eV Å⁻¹
**Lowest unoccupied orbital energy**: 0.0107 hartree
**Electronic energy**: -1989.66304 a.u.
**Frontier orbital gap**: 8.070 eV

Atomic partial charges in e from the Mulliken method, atoms 1 to 4: number 1, O, carries -0.20; number 2, C, carries -0.66; number 3, C, carries -0.78; number 4, H, carries 0.28